[1]
Molecular formula: C47H43F3N2O6PPbSb
Method: DFT, wB97M-V/def2-TZVPD

F_max: 0.0294 Eh/bohr
Total charge: 0
Calculated total energy: -3451.84462 Ha
HOMO energy: -8.14 eV

Each line ends with the Löwdin charge.
Geometry (Å):
Pb 0.0554 0.2017 -0.0871  1.324
O -1.4398 3.8234 2.3720  0.022
C -1.4064 2.8851 1.5910  -0.762
O -0.6709 1.8359 1.6599  -0.278
C -2.3493 2.9490 0.3419  -0.235
P -2.4883 1.2957 -0.4317  0.991
C -3.3883 1.6332 -1.9896  -0.365
C -4.5374 2.4258 -1.9704  -0.084
C -5.2087 2.7068 -3.1476  -0.072
C -4.7395 2.1977 -4.3534  -0.074
C -3.6168 1.3868 -4.3764  -0.070
C -2.9456 1.1051 -3.1947  -0.103
C -3.7977 0.4723 0.5334  -0.357
C -4.5997 -0.4862 -0.0809  -0.083
C -5.5729 -1.1506 0.6477  -0.076
C -5.7482 -0.8698 1.9956  -0.082
C -4.9463 0.0784 2.6135  -0.072
C -3.9705 0.7459 1.8888  -0.083
H -1.9216 3.6369 -0.3905  0.097
H -3.3172 3.3417 0.6490  0.090
H -4.9086 2.8119 -1.0292  0.108
H -6.1000 3.3206 -3.1297  0.106
H -5.2577 2.4282 -5.2754  0.106
H -3.2653 0.9791 -5.3165  0.105
H -2.0776 0.4595 -3.2012  0.050
H -4.4634 -0.7172 -1.1310  0.111
H -6.1963 -1.8932 0.1664  0.107
H -6.5099 -1.3880 2.5637  0.104
H -5.0773 0.2964 3.6659  0.107
H -3.3403 1.4768 2.3818  0.106
C -0.0822 -2.5862 2.8383  -0.002
C -1.0732 -2.5090 1.6851  -0.516
C -2.3305 -3.3339 1.9275  -0.004
O -1.4559 -1.1418 1.4447  -0.168
C -0.3714 -3.0358 0.4003  -0.614
O -0.1414 -4.2334 0.3262  0.056
O -0.0677 -2.1506 -0.4822  -0.309
H -0.5616 -2.3331 3.7871  0.092
H 0.7453 -1.8937 2.6632  0.093
H 0.3265 -3.5932 2.8997  0.098
H -2.8478 -2.9998 2.8297  0.088
H -2.0663 -4.3853 2.0145  0.091
H -3.0035 -3.2082 1.0780  0.091
H -1.5361 -0.6585 2.2787  0.099
C 5.5460 4.3657 0.3007  -0.007
N 4.4253 3.4539 0.4346  -0.082
N 4.2912 2.3781 -0.4292  0.060
C 2.9416 2.0216 -0.4947  -0.425
O 2.4796 1.0817 -1.1684  -0.172
C 2.2661 2.9326 0.3763  0.052
C 3.1900 3.7976 0.8795  -0.251
C 2.9940 4.9698 1.7709  0.004
C 5.3863 1.5051 -0.6388  -0.183
C 5.4132 0.6860 -1.7609  -0.003
C 6.4391 -0.2344 -1.9074  -0.066
C 7.4519 -0.3274 -0.9654  -0.086
C 7.4320 0.5083 0.1395  -0.078
C 6.4015 1.4177 0.3109  -0.029
H 6.2199 3.9929 -0.4651  0.096
H 6.0955 4.4485 1.2385  0.094
H 5.2051 5.3578 0.0007  0.093
H 1.2121 2.9120 0.6070  0.082
H 1.9640 4.9859 2.1191  0.092
H 3.1873 5.9047 1.2403  0.088
H 3.6635 4.9221 2.6299  0.093
H 4.6262 0.7495 -2.4943  0.105
H 6.4405 -0.8820 -2.7721  0.105
H 8.2502 -1.0459 -1.0960  0.104
H 8.2158 0.4474 0.8832  0.106
H 6.3833 2.0393 1.1963  0.107
F -0.5211 3.3241 -7.6116  0.061
C -0.2656 2.4186 -6.6488  -0.285
C -0.1801 2.8448 -5.3393  -0.008
C 0.0692 1.8959 -4.3573  -0.139
C 0.2409 0.5506 -4.6727  -0.398
C 0.1625 0.1653 -6.0090  -0.128
C -0.0984 1.0933 -7.0059  -0.001
Sb 0.6048 -0.8314 -3.0364  1.541
C 2.2803 -1.6821 -4.1037  -0.345
C 3.0339 -0.8452 -4.9223  -0.136
C 4.0529 -1.3513 -5.7160  -0.009
C 4.3128 -2.7066 -5.6678  -0.288
F 5.2931 -3.2076 -6.4439  0.057
C 3.6060 -3.5599 -4.8453  -0.005
C 2.5862 -3.0373 -4.0616  -0.099
C -0.7925 -2.3365 -3.6839  -0.345
C -0.7303 -3.5977 -3.0918  -0.124
C -1.6452 -4.5860 -3.4200  0.007
C -2.6319 -4.2914 -4.3390  -0.283
F -3.5308 -5.2411 -4.6653  0.056
C -2.7382 -3.0482 -4.9285  -0.008
C -1.8125 -2.0700 -4.5921  -0.126
H -0.3210 3.8909 -5.1016  0.121
H 0.1304 2.2144 -3.3210  0.094
H 0.3102 -0.8749 -6.2772  0.113
H -0.1765 0.8034 -8.0456  0.121
H 2.8063 0.2124 -4.9709  0.097
H 4.6368 -0.7117 -6.3653  0.119
H 3.8466 -4.6146 -4.8351  0.121
H 2.0218 -3.7094 -3.4292  0.095
H 0.0046 -3.8044 -2.3256  0.079
H -1.6029 -5.5629 -2.9571  0.124
H -3.5344 -2.8573 -5.6364  0.118
H -1.8944 -1.0933 -5.0530  0.071

---

[2]
Molecular formula: C47H43I2OsP2Si
Method: DFT, wB97M-V/def2-TZVPD

F_max: 0.0508 Eh/bohr
Total charge: +1
Relative energy (zero: lowest compared OMol25 entry of this formula, charge and spin): 3.2237 eV
Calculated total energy: -3474.85366 Ha
HOMO energy (spin up / spin down): -10.48 / -10.49 eV

Each line ends with the Löwdin charge.
Geometry (Å):
Os 0.5253 -0.0628 0.5907  0.421
C -2.4968 0.5792 2.8323  -0.189
Si -1.4830 1.1351 1.2985  0.547
C -1.1595 3.0148 1.4431  -0.285
C -2.0834 3.9270 1.9330  -0.095
C -1.8499 5.2881 1.8411  -0.059
C -0.6895 5.7597 1.2450  -0.058
C 0.2640 4.8688 0.7866  -0.074
C 0.0249 3.5030 0.8944  -0.375
P 1.2771 2.2565 0.4632  0.882
C 2.0444 2.9638 -1.0230  -0.393
C 3.4137 2.9675 -1.2702  -0.130
C 3.8845 3.5022 -2.4566  -0.061
C 3.0066 4.0224 -3.3939  -0.064
C 1.6410 3.9993 -3.1563  -0.067
C 1.1594 3.4512 -1.9848  -0.099
C 2.4409 2.5013 1.8433  -0.383
C 2.3757 1.6321 2.9315  -0.144
C 3.1969 1.8262 4.0263  -0.090
C 4.0819 2.8941 4.0398  -0.070
C 4.1410 3.7682 2.9647  -0.062
C 3.3191 3.5812 1.8675  -0.096
C -2.6975 1.0602 -0.2009  -0.269
C -3.8032 1.9019 -0.2515  -0.080
C -4.7212 1.8199 -1.2813  -0.057
C -4.5497 0.8917 -2.2986  -0.058
C -3.4521 0.0544 -2.2798  -0.091
C -2.5315 0.1450 -1.2390  -0.397
P -1.1519 -1.0382 -1.2168  1.047
C -2.1444 -2.5746 -1.2010  -0.324
C -3.0371 -2.6963 -0.1349  -0.096
C -3.8637 -3.7975 -0.0389  -0.064
C -3.7938 -4.7997 -0.9962  -0.075
C -2.9184 -4.6780 -2.0622  -0.071
C -2.0958 -3.5693 -2.1725  -0.075
C -0.3756 -0.9411 -2.8474  -0.390
C -0.4879 0.1940 -3.6458  -0.077
C 0.2163 0.2601 -4.8347  -0.058
C 1.0166 -0.7974 -5.2396  -0.058
C 1.1579 -1.9133 -4.4297  -0.070
C 0.4880 -1.9726 -3.2220  -0.182
H -3.4587 1.0795 2.8315  0.023
H -1.9820 0.8321 3.7521  0.027
H -2.6770 -0.4899 2.8288  0.005
H -2.9899 3.5709 2.3977  0.100
H -2.5825 5.9871 2.2170  0.110
H -0.5239 6.8223 1.1463  0.110
H 1.1784 5.2362 0.3395  0.110
H 4.1062 2.5615 -0.5454  0.054
H 4.9461 3.5132 -2.6461  0.112
H 3.3827 4.4414 -4.3142  0.109
H 0.9539 4.4119 -3.8783  0.109
H 0.0944 3.4029 -1.7917  0.111
H 1.6826 0.7849 2.8976  0.076
H 3.1605 1.1476 4.8678  0.111
H 4.7295 3.0416 4.8915  0.111
H 4.8298 4.6000 2.9843  0.112
H 3.3620 4.2659 1.0315  0.104
H -3.9379 2.6375 0.5243  0.090
H -5.5717 2.4836 -1.2951  0.110
H -5.2611 0.8279 -3.1075  0.110
H -3.2922 -0.6670 -3.0718  0.117
H -3.0859 -1.9013 0.6016  0.104
H -4.5676 -3.8681 0.7782  0.114
H -4.4237 -5.6721 -0.9094  0.112
H -2.8754 -5.4431 -2.8248  0.114
H -1.4367 -3.4846 -3.0236  0.096
H -1.1310 1.0119 -3.3493  0.107
H 0.1344 1.1393 -5.4551  0.111
H 1.5383 -0.7494 -6.1830  0.112
H 1.7977 -2.7280 -4.7307  0.113
H 0.6284 -2.8117 -2.5529  0.088
C 2.4171 -2.2904 2.7757  -0.066
C 0.9408 -2.6104 2.5563  -0.545
C 0.3440 -3.1010 3.8782  -0.020
C 0.1406 -1.6195 1.8097  -0.170
C 0.7002 -3.6229 1.4046  -0.197
C -0.5029 -4.3330 1.3388  -0.035
C -0.6907 -5.3317 0.4042  -0.072
C 0.2911 -5.5989 -0.5336  -0.071
C 1.4799 -4.8871 -0.4990  -0.071
C 1.6921 -3.9180 0.4668  -0.066
H 2.5381 -1.6567 3.6512  0.083
H 2.8552 -1.7748 1.9290  -0.040
H 2.9752 -3.2061 2.9488  0.102
H 0.5997 -2.3981 4.6665  0.088
H 0.7592 -4.0739 4.1298  0.103
H -0.7378 -3.1793 3.8461  0.076
H -0.9303 -1.8256 1.9722  0.031
H -1.3097 -4.1212 2.0209  0.111
H -1.6073 -5.9004 0.4131  0.107
H 0.1257 -6.3536 -1.2866  0.110
H 2.2594 -5.0916 -1.2173  0.110
H 2.6438 -3.4144 0.4854  0.064
I 2.7261 -0.6829 -0.8881  0.548
I 5.2706 0.0796 1.1918  0.215

---

[3]
Molecular formula: C47H43N4O4SV
Method: DFT, wB97M-V/def2-TZVPD

F_max: 0.0200 Eh/bohr
Total charge: +1
Relative energy (zero: lowest compared OMol25 entry of this formula, charge and spin): 0.0000 eV
<S²>: 0.763
Calculated total energy: -3678.79399 Ha
Multiplicity: 2
HOMO energy (spin up / spin down): -10.14 / -10.33 eV

Each line ends with the Löwdin charge.
Geometry (Å):
V -0.1058 -0.9128 -1.4710  0.818
C -3.9695 -2.8554 -2.3116  0.025
C -2.7590 -1.9883 -2.3425  -0.219
N -1.5964 -2.3371 -1.9487  -0.055
N -1.2580 -3.6200 -1.6241  0.031
C -0.0104 -3.9715 -2.0170  -0.776
N 0.3613 -5.2317 -1.8122  0.146
S 0.9959 -2.8320 -2.7406  0.822
C -2.7451 -0.6555 -3.0003  -0.219
C -3.8825 0.0708 -3.2997  0.017
C -3.7367 1.2842 -3.9610  -0.023
C -2.4699 1.7215 -4.2933  -0.018
C -1.3795 0.9333 -3.9433  -0.076
N -1.5102 -0.2273 -3.3209  0.069
H -3.9521 -3.5679 -1.4876  0.087
H -4.0631 -3.4002 -3.2547  0.115
H -4.8639 -2.2479 -2.1948  0.086
H -1.9616 -4.2990 -1.3767  0.156
H -0.2288 -5.9138 -1.3647  0.126
H 1.2970 -5.4998 -2.0656  0.116
H -4.8661 -0.2788 -3.0193  0.117
H -4.6076 1.8771 -4.2062  0.122
H -2.3123 2.6614 -4.8033  0.120
H -0.3671 1.2554 -4.1556  0.134
C -1.4235 1.6486 4.1010  0.028
C -0.0639 1.5525 3.4304  -0.561
C 1.0305 2.1797 4.2656  0.026
O -0.1066 2.1767 2.1397  0.014
C -0.0308 1.1940 1.1219  -0.162
C -0.1986 -0.1270 1.8893  -0.154
O 0.2722 0.1991 3.1833  0.007
C 0.5466 -1.3815 1.3880  -0.320
O -0.0024 -1.6978 0.1066  -0.246
C 0.1401 -2.5332 2.3151  -0.134
C -1.1398 -3.0704 2.2096  -0.034
C -1.5497 -4.0881 3.0577  -0.080
C -0.6848 -4.5781 4.0271  -0.085
C 0.5872 -4.0389 4.1451  -0.062
C 0.9977 -3.0211 3.2934  -0.004
C 2.0620 -1.2826 1.2348  -0.160
C 2.8379 -0.2295 1.7027  -0.009
C 4.2074 -0.2022 1.4651  -0.062
C 4.8188 -1.2313 0.7694  -0.079
C 4.0550 -2.3016 0.3239  -0.062
C 2.6918 -2.3269 0.5609  -0.045
C -1.0949 1.5081 0.0383  -0.312
O -0.8944 0.5814 -1.0166  -0.218
C -0.8398 2.8616 -0.6428  -0.123
C 0.4524 3.3483 -0.8016  -0.007
C 0.6906 4.4963 -1.5434  -0.060
C -0.3585 5.1744 -2.1459  -0.079
C -1.6506 4.6892 -2.0042  -0.076
C -1.8869 3.5406 -1.2621  -0.038
C -2.5037 1.3728 0.6052  -0.146
C -3.2165 0.1859 0.4822  -0.037
C -4.4746 0.0465 1.0544  -0.069
C -5.0385 1.0995 1.7572  -0.076
C -4.3290 2.2847 1.8959  -0.060
C -3.0696 2.4181 1.3319  -0.040
H -1.7409 2.6903 4.1528  0.099
H -1.3607 1.2455 5.1121  0.099
H -2.1679 1.0820 3.5409  0.082
H 0.7327 3.1794 4.5804  0.096
H 1.9506 2.2535 3.6866  0.085
H 1.2092 1.5685 5.1500  0.100
H 0.9469 1.2142 0.6361  0.129
H -1.2554 -0.4005 1.9375  0.145
H -1.8204 -2.6817 1.4593  0.102
H -2.5511 -4.4935 2.9721  0.100
H -1.0055 -5.3700 4.6919  0.104
H 1.2649 -4.4076 4.9044  0.108
H 1.9897 -2.6011 3.3942  0.124
H 2.3856 0.5729 2.2634  0.100
H 4.7956 0.6326 1.8268  0.110
H 5.8842 -1.2027 0.5771  0.109
H 4.5245 -3.1177 -0.2120  0.108
H 2.0976 -3.1598 0.2044  0.108
H 1.2951 2.8352 -0.3582  0.104
H 1.7046 4.8607 -1.6512  0.107
H -0.1714 6.0732 -2.7193  0.106
H -2.4809 5.2087 -2.4674  0.106
H -2.8999 3.1710 -1.1708  0.116
H -2.7663 -0.6470 -0.0390  0.088
H -5.0105 -0.8912 0.9613  0.102
H -6.0189 0.9954 2.2041  0.107
H -4.7549 3.1087 2.4544  0.113
H -2.5152 3.3391 1.4559  0.132
C 1.7002 -0.1686 -1.7475  -0.110
C 2.8288 0.2587 -1.8895  -0.069
C 4.1558 0.7619 -2.0564  -0.255
C 5.0809 0.0616 -2.8337  -0.032
C 6.3752 0.5369 -2.9685  -0.075
C 6.7587 1.7094 -2.3321  -0.079
C 5.8426 2.4112 -1.5585  -0.074
C 4.5478 1.9425 -1.4193  -0.039
H 4.7765 -0.8547 -3.3230  0.117
H 7.0881 -0.0098 -3.5724  0.106
H 7.7710 2.0770 -2.4397  0.106
H 6.1411 3.3258 -1.0620  0.106
H 3.8306 2.4778 -0.8094  0.108

---

[4]
Molecular formula: C47H44BNO3P2S2Ti
Method: DFT, wB97M-V/def2-TZVPD

F_max: 0.0090 Eh/bohr
Total charge: +2
Relative energy (zero: lowest compared OMol25 entry of this formula, charge and spin): 0.0755 eV
Calculated total energy: -4450.91245 Ha
HOMO energy: -13.52 eV

Each line ends with the Löwdin charge.
Geometry (Å):
Ti 1.0522 0.1800 0.1389  0.570
O -4.4740 1.8233 -0.5032  -0.449
S -2.9971 1.8004 -0.5022  0.949
C -2.4602 3.3657 0.2140  -0.352
C -3.3184 4.4436 0.0784  -0.048
C -2.9581 5.6811 0.5916  -0.027
C -1.7467 5.8284 1.2483  -0.039
C -0.9158 4.7335 1.4339  -0.064
C -1.2664 3.4832 0.9296  -0.325
P -0.3463 1.9938 1.4570  1.054
C -1.5753 1.1270 2.4569  -0.390
C -2.2000 1.7297 3.5485  -0.067
C -3.1872 1.0455 4.2403  -0.039
C -3.5670 -0.2280 3.8356  -0.038
C -2.9648 -0.8265 2.7363  -0.049
C -1.9730 -0.1460 2.0494  -0.155
C 1.0105 2.5914 2.4962  -0.392
C 1.0991 2.3274 3.8604  -0.077
C 2.2285 2.7152 4.5677  -0.050
C 3.2698 3.3643 3.9212  -0.048
C 3.1893 3.6293 2.5594  -0.052
C 2.0680 3.2370 1.8486  -0.123
C -2.4618 2.1905 -2.1707  -0.356
C -3.2563 3.0298 -2.9352  -0.042
C -2.8435 3.3890 -4.2084  -0.022
C -1.6348 2.9127 -4.7064  -0.033
C -0.8697 2.0363 -3.9555  -0.070
C -1.2881 1.6477 -2.6810  -0.329
P -0.4702 0.2201 -1.8900  1.064
C 1.2523 0.4585 -2.3913  -0.454
C 1.7579 1.7336 -2.0700  -0.167
C 3.0706 2.0720 -2.3718  -0.063
C 3.8908 1.1323 -2.9732  -0.041
C 3.4073 -0.1393 -3.2755  -0.030
C 2.1006 -0.4856 -2.9870  -0.058
C -1.2658 -1.1944 -2.6689  -0.345
C -1.0694 -1.4828 -4.0178  -0.065
C -1.7785 -2.5183 -4.6041  -0.045
C -2.7025 -3.2397 -3.8579  -0.049
C -2.9177 -2.9349 -2.5210  -0.061
C -2.1913 -1.9169 -1.9234  -0.095
H -4.2760 4.2999 -0.4071  0.117
H -3.6269 6.5243 0.4837  0.123
H -1.4604 6.7911 1.6499  0.120
H -0.0046 4.8514 2.0057  0.104
H -1.9269 2.7349 3.8479  0.122
H -3.6726 1.5110 5.0874  0.120
H -4.3463 -0.7521 4.3729  0.120
H -3.2759 -1.8115 2.4145  0.117
H -1.5103 -0.6061 1.1779  0.073
H 0.2918 1.8224 4.3730  0.101
H 2.2901 2.5162 5.6297  0.118
H 4.1441 3.6706 4.4801  0.118
H 3.9991 4.1411 2.0569  0.118
H 2.0083 3.4473 0.7847  0.105
H -4.1997 3.3796 -2.5347  0.118
H -3.4597 4.0406 -4.8130  0.123
H -1.3022 3.2048 -5.6934  0.121
H 0.0480 1.6384 -4.3706  0.113
H 1.0879 2.4903 -1.6594  0.114
H 3.4450 3.0601 -2.1396  0.126
H 4.9144 1.3870 -3.2142  0.126
H 4.0607 -0.8609 -3.7480  0.127
H 1.7245 -1.4723 -3.2089  0.112
H -0.3755 -0.9012 -4.6132  0.111
H -1.6240 -2.7532 -5.6487  0.118
H -3.2664 -4.0363 -4.3250  0.119
H -3.6508 -3.4891 -1.9497  0.120
H -2.3543 -1.6731 -0.8791  0.103
S 3.3049 -0.0171 0.2895  0.811
C 2.8301 -0.4703 1.9311  -0.654
C 3.7104 -0.7861 2.9526  -0.038
C 3.1795 -1.2230 4.1523  -0.007
C 1.8009 -1.3407 4.2952  -0.011
C 0.9884 -0.9887 3.2406  -0.085
N 1.4973 -0.5345 2.0863  -0.088
H 4.7757 -0.7092 2.7890  0.124
H 3.8375 -1.4873 4.9699  0.129
H 1.3589 -1.7082 5.2098  0.124
H -0.0862 -1.0675 3.3040  0.115
C 0.5704 -4.8531 -2.2247  0.017
C 1.2421 -4.0584 -1.1271  -0.431
C 2.7535 -4.2002 -1.1950  0.007
O 0.9573 -2.6299 -1.3383  0.047
B 0.8369 -2.0667 -0.1053  -0.654
O 0.7560 -2.9548 0.9180  0.096
C 0.6589 -4.2930 0.3101  -0.433
C 1.4528 -5.2586 1.1643  0.008
C -0.8149 -4.6625 0.3092  0.009
H 1.0487 -4.6407 -3.1814  0.100
H -0.4863 -4.6086 -2.3087  0.077
H 0.6709 -5.9227 -2.0319  0.109
H 3.0982 -3.8426 -2.1662  0.098
H 3.0608 -5.2400 -1.0883  0.105
H 3.2412 -3.6081 -0.4190  0.096
H 2.4773 -4.9233 1.3121  0.091
H 1.4724 -6.2453 0.6987  0.107
H 0.9780 -5.3569 2.1403  0.099
H -1.3948 -3.9699 -0.3017  0.071
H -1.1892 -4.6259 1.3323  0.102
H -0.9664 -5.6710 -0.0747  0.106